# 1
The following is a DFT calculation (ωB97M-V/def2-TZVPD) of a gas-phase ion, C11H21N2S (charge +1).

Last column: Mulliken charge in e.
Positions of all 35 atoms, in Å:
C 1.501 0.389 0.009  -0.15
C -3.768 1.536 0.697  -0.86
C -3.101 0.697 -0.073  -0.26
C 0.105 0.967 -0.355  1.39
C 0.642 -1.772 0.027  1.23
C 0.227 1.611 -1.741  -1.74
C -0.247 2.024 0.690  -1.85
C 0.568 -2.539 -1.253  -1.41
C 0.148 -2.460 1.251  -1.50
C 4.160 0.304 0.562  -0.90
C -2.011 -0.218 0.415  -0.62
N 1.582 -0.863 0.166  -0.29
N -0.808 -0.163 -0.406  -0.14
S 2.820 1.460 0.184  0.10
H -4.561 2.150 0.310  0.28
H -3.560 1.633 1.750  0.28
H -3.336 0.607 -1.125  0.29
H -0.707 2.106 -1.996  0.43
H 0.451 0.865 -2.502  0.41
H 1.019 2.354 -1.750  0.46
H -1.238 2.426 0.493  0.44
H 0.472 2.836 0.633  0.56
H -0.222 1.618 1.698  0.37
H 0.833 -1.923 -2.108  0.37
H -0.423 -2.962 -1.389  0.36
H 1.272 -3.370 -1.209  0.42
H 0.753 -3.351 1.420  0.41
H -0.877 -2.793 1.127  0.36
H 0.226 -1.825 2.128  0.37
H 4.269 -0.403 -0.252  0.29
H 3.942 -0.208 1.493  0.29
H 5.059 0.906 0.663  0.39
H -2.383 -1.247 0.357  0.43
H -1.762 -0.003 1.453  0.39
H -1.043 -0.389 -1.368  0.40

Calculated values
- energy (eV) = -25556.1731
- energy relative to the best compared isomer or geometry (same formula, charge and spin) (kJ/mol) = 0.0
- HOMO level (hartree) = -0.471
- max |F| (eV/Å) = 0.89
- frontier orbital gap (eV) = 9.8052
- charge = +1

# 2
The following is a DFT calculation (ωB97M-V/def2-TZVPD) of 2 unconnected molecules or ions with the total composition C11H21N3 at a distorted geometry.

Last column: Mulliken charge in e.
Positions of all 35 atoms, in Å:
C 0.243 1.198 1.948  -0.99
C -0.150 0.050 1.450  0.00
C -1.460 -0.412 1.333  0.63
C -0.769 2.086 2.648  -0.59
C -2.218 1.620 2.420  -1.09
C -2.422 0.764 1.151  0.57
C -2.187 1.564 -0.125  -1.56
C 0.676 -0.850 -2.184  -1.73
C 2.518 -0.056 -0.683  -1.57
C 2.664 -2.326 -1.738  -1.72
C 1.712 -1.278 -1.131  1.85
N -1.788 -1.658 1.399  -0.89
N 0.119 -2.646 -0.069  -0.54
N 1.153 -1.865 0.063  -0.19
H 1.253 1.571 1.891  0.46
H -0.561 2.135 3.718  0.39
H -0.629 3.093 2.242  0.33
H -2.540 1.023 3.277  0.36
H -2.870 2.495 2.364  0.40
H -3.454 0.388 1.146  0.54
H -2.374 0.949 -1.005  0.35
H -1.162 1.927 -0.168  0.29
H -2.859 2.419 -0.159  0.44
H 0.215 -1.702 -2.680  0.47
H -0.105 -0.251 -1.718  0.28
H 1.165 -0.252 -2.944  0.45
H 3.162 -0.329 0.145  0.42
H 1.840 0.722 -0.348  0.17
H 3.123 0.321 -1.503  0.47
H 2.118 -3.229 -2.002  0.39
H 3.140 -1.927 -2.630  0.38
H 3.428 -2.585 -1.011  0.41
H -2.782 -1.827 1.242  0.19
H -0.405 -2.626 -0.949  0.19
H -0.514 -2.642 0.758  0.42

Calculated values
- energy (eV) = -16213.5794
- energy relative to the best compared isomer or geometry (same formula, charge and spin) (kJ/mol) = 366.3
- HOMO level (spin up / spin down) (hartree) = -0.284 / -0.244
- max |F| (eV/Å) = 1.67
- frontier orbital gap (spin up / spin down) (eV) = 8.5827 / 6.4662
- charge = 0

# 3
The following is a DFT calculation (ωB97M-V/def2-TZVPD) of C11H21N3 in the gas phase at a distorted geometry.

Last column: Mulliken charge in e.
Positions of all 35 atoms, in Å:
C -2.577 0.045 -0.492  -1.61
C -2.117 0.826 0.759  2.06
C -3.389 1.411 1.468  -1.90
C -1.549 -0.128 1.829  -1.84
C -1.151 1.868 0.293  -0.75
N 0.046 1.799 0.561  -0.05
C 1.103 1.719 1.362  0.15
C 2.194 0.873 1.377  -0.66
N 2.480 -0.285 0.657  -0.51
N 1.698 -0.629 -0.267  0.02
C 1.832 -1.957 -0.896  1.71
C 2.851 -2.838 -0.121  -1.72
C 0.480 -2.688 -0.935  -1.62
C 2.251 -1.654 -2.313  -1.66
H -3.292 0.728 -0.937  0.52
H -3.257 -0.752 -0.173  0.40
H -1.641 -0.203 -1.129  0.22
H -3.916 2.179 0.911  0.42
H -4.013 0.611 1.715  0.48
H -3.111 1.939 2.377  0.47
H -0.488 -0.590 1.503  0.08
H -2.263 -0.817 2.017  0.68
H -1.484 0.470 2.703  0.53
H -1.487 2.475 -0.592  0.38
H 1.275 2.532 1.983  0.38
H 2.925 1.005 2.134  0.33
H 3.898 -2.584 -0.233  0.34
H 2.545 -2.638 0.893  0.46
H 2.708 -3.845 -0.247  0.46
H 0.276 -3.234 -0.044  0.39
H 0.573 -3.264 -1.814  0.53
H -0.318 -2.026 -1.122  0.20
H 3.226 -1.250 -2.473  0.37
H 2.130 -2.503 -3.042  0.35
H 1.528 -0.927 -2.682  0.41

Calculated values
- energy (eV) = -16213.8602
- energy relative to the best compared isomer or geometry (same formula, charge and spin) (kJ/mol) = 339.2
- SMILES string = CC(C)(C)\C=N/C=C\N=N\C(C)(C)C
- HOMO level (hartree) = -0.280
- max |F| (eV/Å) = 5.14
- frontier orbital gap (eV) = 8.2323
- charge = 0